This record from OMol25 describes a molecular structure, C34H67Br21ClIN4O4PS at a distorted geometry. The level of theory is ωB97M-V/def2-TZVPD.

Properties
Max |F| in eV/A: 8.997
Charge: +1
Orbital gap in hartree: 0.2939
M in g/mol: 2499.32
2S+1: 1

Geometry as XYZ:
```
134
Properties=species:S:1:pos:R:3:forces:R:3:mulliken_charge:R:1
C 2.36355 2.01192 1.56098 0.84 -0.01 -0.22 -0.43
C 2.51758 2.78764 0.12494 0.23 0.86 -0.22 -0.30
C 2.23346 1.84886 -1.18522 1.76 -0.43 1.06 -0.34
N 0.80262 1.27254 -1.23860 2.91 -0.38 0.33 -0.19
N 0.03617 1.99001 -2.18829 0.50 1.32 -1.33 0.10
C 0.27020 1.54896 -3.61393 0.59 -0.04 -3.11 -1.07
C -0.30313 0.06397 -4.00126 0.91 -1.45 -0.21 -0.57
N 0.83524 -0.73279 -4.67408 -0.73 1.00 1.01 -0.61
C -0.34263 2.62221 -4.68658 -1.57 -1.08 -0.84 0.73
Cl 0.37069 4.34281 -4.57930 -0.38 -1.59 0.61 -0.17
C -0.11076 2.17401 -6.28233 0.01 1.50 -0.20 -0.73
C 1.47181 2.30777 -6.68590 1.51 -0.50 0.27 -0.32
C 1.85137 3.59839 -7.61988 -0.35 1.45 -5.52 0.17
N 2.52888 4.84783 -7.02277 -2.22 -2.23 1.11 -0.59
O 1.64469 3.62376 -8.93880 0.83 -0.55 8.17 -0.52
C -1.95182 2.70202 -4.44804 0.18 0.79 -1.26 -1.23
C -2.48451 2.50407 -2.92042 -1.97 0.67 -0.56 0.28
C -3.79505 1.47451 -3.03343 -0.41 0.15 -0.77 -0.36
C -4.97536 1.80712 -1.92835 -1.91 7.08 -0.38 0.22
O -5.46301 3.05382 -1.87383 3.31 -8.36 -0.42 -0.51
Br -5.75181 0.48273 -0.62412 0.85 1.07 -1.41 -0.11
C -1.40913 2.14111 -1.77708 -1.16 0.11 1.31 -0.16
I -1.92264 0.39442 -0.49987 -0.26 0.37 -0.52 0.46
P -1.42087 3.62618 -0.50912 -2.29 1.62 2.42 0.50
O -0.54714 3.27994 0.95654 -3.03 0.11 -1.78 -0.38
O -3.12617 3.75342 -0.02291 3.38 -2.04 -0.17 -0.48
S -0.99372 5.34097 -1.33592 0.29 -1.72 0.47 -0.29
H 3.36421 1.38585 1.71002 -2.39 1.22 -0.28 -0.05
H 2.34806 2.79717 2.45285 -0.22 -1.72 -2.03 0.23
H 1.43509 1.28919 1.57299 1.76 1.61 0.05 0.07
H 3.64310 3.17263 0.02865 -2.40 -0.93 0.14 0.36
H 1.85834 3.78095 0.06520 1.23 -2.25 0.19 0.16
H 2.54763 2.39103 -2.17336 -0.72 -0.86 1.70 0.20
H 2.95880 0.90567 -1.09036 -1.62 1.97 -0.27 0.20
H 0.95556 0.28840 -1.54192 -0.83 0.94 -0.02 0.33
H 0.44850 2.97078 -2.11967 -0.58 -0.67 -0.38 0.73
H 1.44391 1.50718 -3.83180 -2.57 0.13 1.05 0.40
H -1.18753 0.04582 -4.76466 1.59 0.50 1.68 0.23
H -0.62841 -0.59902 -3.08565 0.54 1.61 -1.61 0.17
H 1.32755 -0.15109 -5.38564 -0.42 -0.73 0.95 0.28
H 1.49423 -1.10062 -3.94836 -0.65 0.64 -1.09 0.20
H -0.61244 1.15249 -6.54958 1.23 1.82 0.68 0.42
H -0.68776 2.99661 -6.92697 1.10 -1.81 1.51 0.46
H 2.12815 2.40951 -5.69455 -1.43 -0.16 -2.08 0.13
H 1.90176 1.33550 -7.22711 -1.20 2.19 0.94 0.36
H 2.80122 4.63990 -6.01541 -0.49 0.22 -1.67 0.31
H 1.77782 5.59403 -6.91940 1.24 -1.12 -0.63 0.30
H -2.29896 3.77622 -4.83750 0.72 -2.41 0.97 0.38
H -2.44197 1.94003 -5.22630 1.00 1.43 2.04 0.02
H -2.98830 3.54654 -2.62164 1.27 -2.33 -0.47 0.85
H -3.49871 0.34832 -3.11185 -0.57 2.07 0.51 0.27
H -4.28596 1.74841 -4.08795 0.79 -0.49 2.44 0.08
H -1.22073 3.21499 1.70881 1.20 0.08 -1.34 0.34
H -3.42177 2.90775 0.42540 0.27 1.08 -0.64 0.31
Br 5.89158 0.85351 1.30410 0.25 -0.02 -0.13 -0.11
C 6.90201 1.48617 2.84794 0.16 -0.21 0.17 0.03
C 5.98255 2.01188 3.92522 0.04 0.18 0.13 -0.62
Br 5.30523 3.78419 3.47236 -0.06 -0.10 -0.02 -0.16
H 7.61243 2.23210 2.48107 -0.27 -0.12 0.10 0.40
H 7.45273 0.61106 3.20444 -0.14 0.11 -0.01 -0.24
H 6.52654 2.14764 4.86410 -0.02 -0.08 -0.22 0.31
H 5.11249 1.37346 4.10363 0.27 0.11 -0.11 0.38
Br -2.50842 -3.03682 1.26539 0.16 0.30 0.02 -0.11
C -1.49799 -2.40415 2.80923 0.03 -0.33 0.00 -0.46
C -2.41745 -1.87845 3.88651 0.17 0.06 0.21 -0.44
Br -3.09477 -0.10613 3.43365 -0.02 -0.03 -0.11 -0.14
H -0.78757 -1.65822 2.44236 -0.21 -0.11 0.16 0.21
H -0.94727 -3.27926 3.16573 -0.12 0.18 0.03 0.39
H -1.87346 -1.74268 4.82539 -0.09 -0.03 -0.17 0.41
H -3.28751 -2.51686 4.06492 0.23 0.12 -0.09 0.20
Br 9.00992 0.11656 6.21893 -0.02 -0.10 -0.03 -0.14
C 10.36651 -1.10027 5.52347 0.12 0.16 0.14 -0.52
C 10.44601 -1.02704 4.01661 0.13 -0.17 -0.13 -0.65
Br 8.96554 -1.98620 3.18404 -0.01 0.13 -0.01 -0.15
H 10.12257 -2.09836 5.89763 0.03 0.25 -0.19 0.37
H 11.30497 -0.76707 5.97564 -0.15 -0.05 -0.15 0.35
H 11.34799 -1.52727 3.65323 -0.15 0.08 0.12 0.38
H 10.42203 -0.00437 3.62932 0.00 -0.25 0.20 0.38
Br 7.06452 -4.34457 -1.36496 -0.10 0.14 0.01 -0.14
C 6.19178 -2.79877 -0.55657 0.24 -0.14 0.09 -0.44
C 4.68875 -2.95066 -0.56928 -0.11 0.19 0.19 -0.48
Br 3.95906 -2.60380 -2.34472 -0.08 -0.02 -0.03 -0.16
H 6.54366 -1.91490 -1.09568 -0.16 -0.20 0.13 0.37
H 6.56722 -2.76586 0.47015 -0.15 0.03 -0.16 0.21
H 4.22036 -2.20592 0.08020 0.16 -0.10 -0.07 0.28
H 4.35021 -3.94799 -0.27411 0.17 0.23 -0.13 0.40
Br -5.15806 0.79214 6.85364 0.08 -0.17 -0.12 -0.05
C -6.11487 -0.42265 5.66474 -0.17 0.28 0.04 -0.36
C -6.65299 -1.61557 6.41952 -0.09 -0.20 -0.09 -0.57
Br -5.23788 -2.89920 6.81283 -0.01 0.11 0.09 -0.17
H -5.42465 -0.69256 4.86073 -0.20 0.00 0.26 0.03
H -6.93348 0.17248 5.25015 0.08 -0.18 0.08 0.38
H -7.37317 -2.16610 5.80787 0.13 0.12 0.04 0.33
H -7.11936 -1.35217 7.37321 0.19 0.02 -0.26 0.42
Br -6.18061 2.33090 10.93631 0.13 0.06 0.03 -0.13
C -4.94572 3.80673 10.61748 -0.29 0.06 0.04 -0.60
C -4.22089 3.63896 9.30264 0.25 0.13 -0.05 -0.48
Br -2.80383 2.30581 9.44271 -0.11 0.01 -0.07 -0.12
H -4.27537 3.85455 11.48006 -0.10 -0.05 -0.30 0.38
H -5.57285 4.70261 10.60036 0.15 -0.14 -0.06 0.35
H -3.71196 4.56524 9.02189 -0.12 -0.13 0.10 0.34
H -4.87414 3.32578 8.48313 0.08 0.07 0.30 0.22
Br -4.20793 -2.95242 -1.67059 -0.02 -0.06 -0.23 -0.09
C -5.66806 -4.22912 -1.87736 -0.24 0.15 0.00 -0.59
C -5.59507 -5.31739 -0.83205 0.00 -0.27 -0.01 -0.56
Br -4.21246 -6.62276 -1.26721 -0.04 0.15 0.10 -0.11
H -5.61926 -4.60721 -2.90223 0.04 0.02 0.31 0.38
H -6.58054 -3.63852 -1.75588 0.15 -0.12 0.03 0.34
H -6.52668 -5.88943 -0.80518 0.13 0.18 -0.05 0.37
H -5.37535 -4.94199 0.17155 -0.06 -0.01 -0.28 0.23
Br -4.45857 2.36715 -7.30910 0.01 -0.08 0.02 -0.08
C -6.32766 2.01142 -7.73878 -0.07 0.12 -0.19 -0.54
C -7.23436 2.39120 -6.59162 -0.19 -0.06 0.06 -0.63
Br -7.16776 1.05915 -5.16819 0.08 0.10 0.02 -0.12
H -6.39658 0.95589 -8.01590 0.00 0.27 0.16 0.37
H -6.53892 2.62756 -8.61738 0.03 -0.08 0.20 0.33
H -8.27885 2.40855 -6.91502 0.22 -0.02 -0.01 0.37
H -6.98265 3.35478 -6.13932 0.00 -0.26 -0.17 0.38
Br -6.27272 -5.16470 3.82238 0.00 -0.08 -0.14 -0.11
C -7.13667 -6.73637 4.58929 -0.23 0.12 0.01 -0.59
C -6.50776 -7.11673 5.90918 0.07 -0.24 0.12 -0.49
Br -4.79897 -8.01905 5.64306 -0.07 0.14 0.04 -0.12
H -7.08296 -7.52910 3.83803 0.07 0.17 0.26 0.37
H -8.18155 -6.44541 4.72979 0.20 -0.06 0.03 0.33
H -7.13177 -7.84183 6.43897 0.05 0.14 -0.16 0.34
H -6.31842 -6.26062 6.56311 -0.08 -0.15 -0.26 0.28
Br 11.33107 -3.89748 -1.52341 -0.15 0.00 -0.06 -0.11
C 10.52986 -4.29222 -3.25746 0.18 -0.21 0.09 -0.38
C 10.93345 -3.26813 -4.29221 -0.12 0.03 -0.21 -0.59
Br 9.94273 -1.60366 -4.06211 0.10 -0.03 0.02 -0.13
H 9.44887 -4.35189 -3.10390 0.28 0.13 -0.09 0.13
H 10.90922 -5.28213 -3.52641 -0.03 0.21 -0.02 0.34
H 10.67718 -3.61395 -5.29748 0.03 0.00 0.21 0.34
H 11.99682 -3.01388 -4.26034 -0.29 -0.11 0.09 0.38
```
Forces are in eV/Å.

This record from OMol25 describes a molecular structure, C4H8F3O5SSr at a distorted geometry. The level of theory is ωB97M-V/def2-TZVPD.

Properties
Max |F| in eV/A: 3.215
Charge: +1
Orbital gap (alpha / beta) in hartree: 0.2807 / 0.2780
M in g/mol: 312.78
Energy above the lowest of the compared OMol25 structures with the same formula, charge and spin in eV: 1.0188
2S+1: 1

Geometry as XYZ:
```
22
Properties=species:S:1:pos:R:3:forces:R:3:mulliken_charge:R:1
O 0.45057 0.86663 0.49290 2.20 0.94 -1.26 -0.76
O 0.42382 0.54654 2.51189 -0.79 -0.37 0.10 -0.80
C 1.22044 -0.47459 2.93757 0.37 0.76 -0.69 0.02
O 0.62642 -1.68559 2.40081 -0.37 -0.66 -0.21 -0.41
C 1.35656 -2.89367 2.51683 0.21 -0.13 0.29 -0.72
Sr -1.07053 -0.66633 1.16726 -0.51 0.33 -0.07 1.82
H 1.24197 -0.56409 4.03711 0.03 0.12 -0.22 0.35
H 2.23420 -0.39924 2.50491 -0.09 -0.11 0.26 0.28
H 0.78985 -3.67761 2.00562 0.13 0.12 0.09 0.26
H 2.33777 -2.78039 2.03524 -0.15 -0.13 0.29 0.28
H 1.43183 -3.14941 3.58274 0.29 -0.10 -0.32 0.27
S 1.49127 1.18448 -1.31334 -0.57 -1.17 2.94 0.90
O 2.77588 0.57984 -0.97766 -1.02 1.12 -0.98 -0.54
O 1.49434 2.52094 -2.16815 -0.15 -0.95 -0.03 -0.23
C 0.65849 0.05656 -2.55905 -0.51 -0.37 -1.00 0.67
F 1.34014 -1.04887 -2.72221 0.71 -0.28 0.13 -0.21
F -0.54487 -0.31244 -2.08092 -0.35 0.16 0.77 -0.25
F 0.43716 0.61927 -3.71964 0.21 0.48 -0.41 -0.19
C 2.63436 3.40993 -2.09636 0.71 0.25 0.15 -0.63
H 2.38330 4.25292 -2.74342 -0.11 -0.14 0.34 0.24
H 3.53190 2.92531 -2.49619 -0.27 -0.04 0.19 0.34
H 2.77807 3.69332 -1.04748 0.07 0.19 -0.39 0.33
```
Forces are in eV/Å.

This record from OMol25 describes 2 unconnected molecules or ions with the total composition C12H26Br3O4PSi at a distorted geometry. The level of theory is ωB97M-V/def2-TZVPD.

Properties
Max |F| in eV/A: 1.316
Charge: -2
Orbital gap in hartree: 0.0654
M in g/mol: 533.11
2S+1: 1

Geometry as XYZ:
```
47
Properties=species:S:1:pos:R:3:forces:R:3:mulliken_charge:R:1
C -1.10441 -3.97268 -2.39836 -0.25 0.69 -0.17 -1.07
C -0.73487 -2.60028 -3.00151 -0.36 -0.42 -0.42 -0.22
C -1.61804 -1.46261 -2.50792 -0.10 -0.58 0.14 -1.51
C -1.51393 -1.04212 -1.02879 -0.10 0.49 -0.58 1.03
C -2.34055 0.27359 -0.85441 0.19 -0.40 -0.38 -1.49
Si 0.22240 -0.79929 -0.31206 -0.64 0.75 0.14 -0.49
C -0.01956 0.22388 1.30002 -0.42 -0.46 0.00 -0.24
O -1.23446 -0.17007 1.96352 0.24 -0.09 -0.02 -0.41
C -1.12622 -1.38429 2.66663 -0.56 0.25 0.03 -0.78
C 1.47649 0.03290 -1.48951 0.41 -0.47 0.51 -0.28
Br 0.65453 1.16765 -2.85959 0.07 -0.11 -0.07 -0.16
C 2.52834 0.86594 -0.75329 -0.40 0.89 -0.88 0.11
C 2.00109 2.20061 -0.26246 0.18 -0.01 0.28 -1.38
Br 3.37154 -0.19384 0.66077 0.00 -0.22 -0.11 -0.12
P 1.17801 -2.74068 0.43542 0.32 -0.17 1.14 0.05
O -0.16655 -3.74550 0.58344 0.45 -0.22 -0.80 -0.42
Br 2.43773 -3.58040 -1.29308 -0.28 -0.09 -0.18 -0.36
H -1.76086 -3.81233 -1.54851 0.17 -0.20 0.37 0.29
H -1.69369 -4.53039 -3.12112 0.06 -0.28 -0.12 0.39
H -0.22237 -4.53395 -2.11596 0.00 -0.22 0.09 0.10
H 0.33091 -2.39187 -2.92754 0.08 0.11 0.28 0.06
H -0.93657 -2.69141 -4.06978 0.21 0.17 -0.22 0.54
H -2.64826 -1.79959 -2.66916 -0.19 0.06 -0.01 0.47
H -1.49710 -0.61189 -3.16803 0.20 0.25 0.08 0.43
H -2.01888 -1.79868 -0.42988 0.23 -0.22 0.17 0.34
H -3.18773 0.10437 -0.20078 0.05 0.20 0.35 0.29
H -2.74517 0.55589 -1.82400 -0.06 0.09 -0.16 0.44
H -1.74208 1.11388 -0.51928 -0.13 0.16 0.30 0.36
H 0.80389 0.09775 2.00070 0.24 0.15 -0.02 0.57
H -0.11229 1.30339 1.11044 0.12 0.28 0.19 -0.10
H -1.61564 -2.18578 2.10754 0.23 -0.27 -0.10 0.20
H -1.66655 -1.28843 3.60921 -0.05 0.11 0.11 0.29
H -0.09652 -1.64513 2.91391 0.16 -0.07 -0.12 0.36
H 2.02301 -0.72482 -2.04184 -0.19 -0.23 -0.24 0.61
H 3.32179 1.04508 -1.46914 0.40 -0.14 0.09 0.63
H 0.91896 2.25484 -0.23993 -0.07 0.07 0.21 0.40
H 2.32414 2.44710 0.74213 -0.12 0.20 0.15 0.34
H 2.33234 2.98642 -0.93173 0.12 0.16 -0.07 0.34
H 0.06190 -4.62541 0.24279 -0.18 0.22 0.25 0.30
O 1.17007 5.88602 4.30568 0.17 0.12 -0.09 -0.94
C 1.23145 5.30784 3.08084 -0.42 -0.33 0.19 -0.27
C 0.21815 4.10792 2.85160 0.29 0.52 0.06 -0.54
O 0.30236 3.52169 1.61871 -0.12 -0.64 -0.24 -0.67
H 2.23459 4.86644 2.80915 0.08 -0.08 0.11 0.02
H 1.02906 6.00009 2.21582 -0.09 0.09 0.02 0.08
H -0.78232 4.54524 3.10220 -0.04 0.02 -0.17 0.24
H 0.41188 3.42291 3.71712 0.11 -0.15 -0.09 0.17
```
Forces are in eV/Å.

Q: Number 3 is which compound?
A: C12H26Br3O4PSi